1.
An isolated molecule of C18H24N2O4, computed with wB97M-V/def2-TZVPD.

Each line ends with the natural charge from an NBO analysis.
Positions of all 48 atoms, in Å:
C (5.498, 2.894, 4.525)  -0.599
C (5.124, 1.590, 3.831)  -0.395
C (3.826, 1.011, 4.390)  -0.388
C (3.466, -0.356, 3.807)  -0.387
C (3.077, -0.295, 2.332)  -0.389
C (2.619, -1.668, 1.825)  -0.486
C (2.307, -1.608, 0.353)  0.677
O (3.033, -2.025, -0.524)  -0.616
N (1.135, -0.993, 0.024)  -0.155
O (0.249, -0.537, 0.993)  -0.549
C (0.680, -0.918, -1.342)  -0.171
C (0.719, 0.470, -1.982)  -0.514
C (-0.576, 0.563, -2.757)  0.712
O (-0.900, 1.385, -3.568)  -0.561
N (-1.379, -0.492, -2.353)  -0.465
C (-2.774, -0.614, -2.752)  -0.264
C (-3.653, 0.175, -1.816)  0.038
C (-4.162, -0.419, -0.668)  -0.241
C (-4.934, 0.318, 0.213)  -0.196
C (-5.198, 1.653, -0.045)  -0.212
C (-4.686, 2.251, -1.185)  -0.204
C (-3.913, 1.516, -2.067)  -0.234
C (-0.784, -1.331, -1.453)  0.708
O (-1.328, -2.218, -0.844)  -0.596
H (4.714, 3.635, 4.392)  0.200
H (6.422, 3.295, 4.115)  0.208
H (5.638, 2.732, 5.592)  0.200
H (5.929, 0.864, 3.965)  0.194
H (5.016, 1.775, 2.761)  0.194
H (3.929, 0.910, 5.473)  0.199
H (3.007, 1.709, 4.201)  0.194
H (2.626, -0.766, 4.373)  0.199
H (4.312, -1.036, 3.932)  0.195
H (2.267, 0.424, 2.200)  0.210
H (3.929, 0.031, 1.734)  0.205
H (1.736, -1.988, 2.382)  0.220
H (3.416, -2.398, 1.965)  0.231
H (-0.455, -1.204, 1.098)  0.485
H (1.307, -1.631, -1.894)  0.283
H (1.581, 0.638, -2.626)  0.252
H (0.714, 1.245, -1.212)  0.255
H (-3.029, -1.676, -2.723)  0.232
H (-2.850, -0.231, -3.772)  0.237
H (-3.949, -1.458, -0.467)  0.225
H (-5.329, -0.150, 1.102)  0.213
H (-5.801, 2.227, 0.642)  0.214
H (-4.887, 3.292, -1.387)  0.215
H (-3.505, 1.981, -2.952)  0.227

Output
energy above the lowest of the compared OMol25 structures with the same formula, charge and spin	1.630	eV
energy	-30226.106	eV
SMILES	CCCCCCC(=O)N(O)[C@@H]1CC(=O)N(Cc2ccccc2)C1=O
2S+1	1
Kohn-Sham gap	10.1039	eV
highest occupied orbital energy	-9.5	eV
total charge	0
max |F|	0.8	eV/Å

***

2.
A 4-piece molecular cluster, C19H40BNO13PS4 overall at a distorted geometry, computed with wB97M-V/def2-TZVPD.

Each line ends with the Mulliken charge.
Positions of all 79 atoms, in Å:
C (-0.637, 4.388, -0.423)  -1.204
C (-0.417, 3.377, 0.696)  -0.416
P (-0.060, 1.650, 0.097)  0.417
C (0.319, 1.775, -1.688)  -1.364
C (1.488, 1.219, 1.034)  -0.062
C (1.297, 0.384, 2.135)  0.329
C (-0.105, 0.012, 2.524)  -0.391
O (-0.739, 0.804, 3.126)  -0.409
O (-0.571, -1.199, 2.187)  -0.403
C (2.369, -0.057, 2.897)  -0.564
C (3.630, 0.368, 2.563)  -0.418
N (3.843, 1.201, 1.527)  0.211
C (5.241, 1.592, 1.270)  -1.218
B (5.977, 0.687, 0.192)  0.742
O (5.294, -0.270, -0.489)  -0.515
O (7.296, 0.986, -0.002)  -0.509
C (2.802, 1.635, 0.764)  1.063
S (3.080, 2.696, -0.600)  -0.122
H (0.306, 4.675, -0.875)  0.261
H (-1.080, 5.282, 0.004)  0.409
H (-1.297, 4.003, -1.188)  0.312
H (-1.317, 3.268, 1.289)  0.389
H (0.367, 3.694, 1.377)  0.404
H (0.845, 0.912, -2.083)  0.503
H (-0.643, 1.843, -2.184)  0.329
H (0.866, 2.667, -1.960)  0.337
H (0.028, -1.896, 2.488)  0.382
H (2.214, -0.707, 3.740)  0.567
H (4.474, 0.051, 3.148)  0.465
H (5.335, 2.631, 0.992)  0.406
H (5.783, 1.489, 2.202)  0.333
H (5.906, -0.826, -0.985)  0.292
H (7.852, 0.226, -0.204)  0.299
H (4.076, 3.468, -0.147)  0.143
O (-1.488, 2.157, -5.205)  -0.689
S (-1.244, 0.780, -5.523)  1.277
O (0.047, 0.211, -5.269)  -0.630
O (-1.648, 0.525, -7.033)  -0.264
C (-1.058, 1.366, -8.051)  -0.355
C (0.394, 1.032, -8.327)  -0.980
C (-2.470, -0.228, -4.772)  -0.958
H (-1.184, 2.413, -7.772)  0.334
H (-1.659, 1.190, -8.941)  0.275
H (1.024, 1.247, -7.465)  0.294
H (0.755, 1.622, -9.168)  0.389
H (0.506, -0.027, -8.561)  0.262
H (-3.450, 0.191, -4.982)  0.403
H (-2.280, -0.229, -3.702)  0.354
H (-2.385, -1.238, -5.160)  0.318
O (1.836, 0.584, 7.114)  -0.646
S (0.908, 0.193, 8.137)  1.255
O (0.817, -1.179, 8.521)  -0.612
O (-0.532, 0.728, 7.733)  -0.280
C (-1.019, 0.354, 6.427)  -0.210
C (-1.462, -1.094, 6.348)  -1.103
C (1.134, 1.186, 9.569)  -0.971
H (-0.256, 0.581, 5.683)  0.225
H (-1.864, 1.010, 6.232)  0.265
H (-0.625, -1.777, 6.490)  0.310
H (-1.905, -1.291, 5.371)  0.382
H (-2.196, -1.314, 7.122)  0.339
H (1.178, 2.230, 9.274)  0.321
H (2.073, 0.876, 10.022)  0.380
H (0.309, 1.003, 10.252)  0.334
O (-5.615, -3.738, -3.157)  -0.662
S (-4.424, -3.418, -2.437)  1.126
O (-3.431, -2.578, -3.039)  -0.478
O (-3.743, -4.762, -1.941)  -0.279
C (-3.460, -5.783, -2.926)  -0.362
C (-2.278, -5.442, -3.811)  -0.915
C (-4.835, -2.772, -0.854)  -0.956
H (-4.358, -5.977, -3.514)  0.340
H (-3.249, -6.679, -2.346)  0.275
H (-2.485, -4.578, -4.439)  0.236
H (-2.048, -6.286, -4.461)  0.388
H (-1.401, -5.209, -3.206)  0.259
H (-5.569, -3.422, -0.388)  0.355
H (-5.252, -1.781, -1.017)  0.370
H (-3.930, -2.706, -0.256)  0.287

Output
energy above the lowest of the compared OMol25 structures with the same formula, charge and spin	0.000	eV
energy	-101760.791	eV
2S+1	1
Kohn-Sham gap	7.4457	eV
highest occupied orbital energy	-11.3	eV
total charge	+1
max |F|	1.4	eV/Å

***

3.
An isolated molecule of C4H7NO, computed with wB97M-V/def2-TZVPD.

Each line ends with the natural charge from an NBO analysis.
Positions of all 13 atoms, in Å:
C (-1.775, -0.083, 0.545)  -0.626
C (-0.539, -0.824, 0.091)  -0.063
C (0.068, -0.542, -1.269)  -0.435
N (0.670, -0.056, -0.074)  -0.323
C (1.533, 0.772, 0.351)  0.409
O (2.384, 1.338, -0.514)  -0.653
H (-1.800, 0.050, 1.634)  0.202
H (-2.667, -0.646, 0.250)  0.223
H (-1.814, 0.895, 0.056)  0.223
H (-0.356, -1.769, 0.613)  0.188
H (0.652, -1.379, -1.668)  0.172
H (2.015, 1.166, -1.402)  0.499
H (1.629, 1.076, 1.386)  0.182

Output
energy above the lowest of the compared OMol25 structures with the same formula, charge and spin	4.328	eV
energy	-7795.316	eV
2S+1	1
Kohn-Sham gap (alpha / beta)	8.2874 / 8.2879	eV
highest occupied orbital energy (alpha / beta)	-7.4 / -7.4	eV
total charge	0
max |F|	0.5	eV/Å

***

4.
A 11-piece molecular cluster, C21H64N2O11 overall at a distorted geometry, computed with wB97M-V/def2-TZVPD.

Each line ends with the Mulliken charge.
Positions of all 98 atoms, in Å:
N (4.035, 0.210, 2.897)  -0.067
C (3.727, -0.571, 1.919)  0.452
N (2.437, -0.774, 1.972)  0.040
O (4.474, -0.981, 1.080)  -0.806
H (5.019, 0.121, 3.105)  0.228
H (3.383, 0.606, 3.559)  0.257
H (2.006, -1.420, 1.326)  0.040
H (1.884, -0.206, 2.597)  -0.245
C (0.152, -3.314, 2.725)  -0.436
C (0.275, -4.850, 2.541)  -0.632
O (1.399, -5.403, 3.080)  -0.538
H (1.050, -2.780, 2.414)  0.095
H (-0.093, -3.235, 3.784)  0.372
H (-0.748, -2.942, 2.234)  0.268
H (0.304, -5.162, 1.497)  0.296
H (-0.615, -5.288, 2.993)  0.351
H (1.306, -6.356, 3.147)  0.319
C (-0.172, -2.476, -3.568)  -0.673
C (0.628, -1.484, -4.360)  -0.536
O (0.503, -0.125, -3.807)  -0.443
H (-1.138, -2.040, -3.311)  -0.024
H (0.485, -2.714, -2.732)  0.258
H (-0.471, -3.383, -4.093)  0.509
H (0.270, -1.411, -5.387)  0.378
H (1.675, -1.781, -4.417)  0.219
H (0.613, -0.135, -2.854)  0.310
C (-0.047, 0.055, 4.297)  -0.464
C (0.790, 1.034, 5.243)  -0.437
O (2.080, 1.277, 4.728)  -0.441
H (-0.122, 0.576, 3.342)  -0.165
H (-1.051, -0.042, 4.710)  0.488
H (0.323, -0.957, 4.136)  0.062
H (0.985, 0.667, 6.251)  0.384
H (0.329, 2.018, 5.321)  0.297
H (2.628, 1.700, 5.393)  0.251
C (-4.711, -0.810, -2.224)  -0.472
C (-5.886, -0.430, -1.257)  -0.328
O (-6.452, 0.814, -1.672)  -0.530
H (-3.882, -0.106, -2.156)  0.099
H (-5.088, -0.942, -3.238)  0.459
H (-4.257, -1.750, -1.912)  -0.010
H (-5.541, -0.160, -0.259)  0.237
H (-6.608, -1.247, -1.254)  0.270
H (-6.731, 0.740, -2.587)  0.297
C (3.197, 2.963, 1.321)  -1.388
C (1.782, 2.574, 1.652)  0.444
O (1.133, 2.258, 0.483)  -0.113
H (3.612, 2.265, 0.595)  0.265
H (3.886, 2.926, 2.165)  0.428
H (3.247, 3.979, 0.930)  0.371
H (1.308, 3.449, 2.097)  0.291
H (1.736, 1.713, 2.318)  -0.375
H (1.244, 2.985, -0.134)  -0.032
C (4.527, 0.428, -2.916)  -1.289
C (4.287, 1.153, -1.535)  0.313
O (5.433, 0.910, -0.725)  -0.623
H (4.820, -0.614, -2.787)  0.360
H (5.403, 0.919, -3.339)  0.335
H (3.679, 0.362, -3.598)  0.276
H (3.414, 0.847, -0.958)  -0.080
H (4.214, 2.234, -1.662)  0.264
H (5.447, 0.049, -0.302)  0.384
C (-1.277, -0.668, 0.482)  -0.413
C (-1.190, 0.094, -0.861)  0.826
O (0.191, 0.400, -1.184)  0.142
H (-2.319, -0.708, 0.799)  0.560
H (-0.809, -0.273, 1.384)  -0.260
H (-0.994, -1.701, 0.283)  -0.005
H (-1.704, 1.055, -0.886)  -0.201
H (-1.698, -0.499, -1.621)  -0.329
H (0.504, 0.938, -0.454)  -0.157
C (0.375, 3.565, -3.567)  -1.137
C (1.579, 3.566, -2.643)  0.265
O (1.451, 4.259, -1.384)  -0.542
H (-0.584, 3.399, -3.076)  0.177
H (0.579, 2.813, -4.329)  0.257
H (0.132, 4.487, -4.096)  0.420
H (2.516, 3.974, -3.020)  0.493
H (1.863, 2.534, -2.441)  -0.218
H (1.751, 5.165, -1.491)  0.266
C (-2.283, 4.413, -0.021)  -0.548
C (-3.055, 3.967, 1.270)  -0.276
O (-4.249, 3.416, 0.818)  -0.486
H (-1.345, 4.936, 0.165)  0.333
H (-2.881, 4.948, -0.759)  0.398
H (-1.945, 3.460, -0.428)  -0.249
H (-3.295, 4.833, 1.887)  0.377
H (-2.351, 3.337, 1.813)  0.198
H (-4.607, 3.045, 1.628)  0.285
C (-2.349, -4.748, -1.584)  -0.907
C (-3.172, -5.364, -0.458)  -0.251
O (-3.591, -4.247, 0.312)  -0.454
H (-2.914, -4.128, -2.280)  0.264
H (-1.855, -5.472, -2.232)  0.445
H (-1.517, -4.150, -1.210)  0.097
H (-2.508, -5.988, 0.140)  0.263
H (-3.966, -5.991, -0.864)  0.308
H (-3.998, -4.614, 1.101)  0.241

Output
energy above the lowest of the compared OMol25 structures with the same formula, charge and spin	1.587	eV
energy	-48314.285	eV
SMILES	NC(N)=O.CCO.CCO.CCO.CCO.CCO.CCO.CCO.CCO.CCO.CCO
2S+1	1
Kohn-Sham gap	9.4042	eV
highest occupied orbital energy	-9.1	eV
total charge	0
max |F|	5.6	eV/Å

***

- Among the records above, which one has the lowest energy above the lowest of the compared OMol25 structures with the same formula, charge and spin?
  C19H40BNO13PS4

***

- The highest max |F| belongs to which entry?
  C21H64N2O11

***

- Look up the max |F| of the fourth one.
  5.6 eV/Å